[1]
Entry from OMol25: a cluster of 2 separate species, C4H11BrSi in total in a non-equilibrium geometry (wB97M-V/def2-TZVPD).

Atoms and positions in Å:
1 H 2.30 -0.74 1.40
2 C 1.98 -0.76 0.33
3 H 2.89 -0.51 -0.20
4 Br -3.13 2.23 -2.04
5 H -1.80 0.20 -1.08
6 H -2.12 0.88 1.27
7 H -3.07 -0.47 0.96
8 H 1.77 -1.78 -0.13
9 C -2.09 -0.11 1.01
10 H 1.66 2.22 -1.28
11 C -1.29 -0.33 -0.31
12 H -0.04 2.44 -1.15
13 H 1.02 2.53 0.25
14 C 0.82 2.01 -0.61
15 H -1.51 -0.77 1.91
16 H -1.16 -1.36 -0.47
17 Si 0.49 0.25 -0.16

The HOMO energy is -6.87 eV. For the total energy, the calculation gives -3022.417083 a.u. For the HOMO-LUMO gap, the calculation gives 4.591 eV.

---

[2]
Entry from OMol25: the molecule C4H11BrSi2 in a non-equilibrium geometry (wB97M-V/def2-TZVPD).

Atoms and positions in Å:
1 H 2.92 -1.41 0.80
2 Si -0.74 0.93 -0.48
3 C -0.58 2.79 -0.90
4 C -2.02 -0.18 -0.79
5 H -0.79 -2.11 1.19
6 H -1.44 3.40 -0.81
7 H -0.43 2.90 -2.01
8 Br 1.33 -2.61 -1.44
9 H 0.22 3.40 -0.23
10 H 0.47 -3.12 1.79
11 H 1.44 1.23 0.88
12 H -3.05 0.08 -0.68
13 H 1.59 0.62 -0.97
14 C 1.08 0.53 -0.03
15 H 0.28 -1.64 2.40
16 H -1.98 -1.31 -0.71
17 C 0.22 -2.18 1.57
18 Si 1.47 -1.31 0.42

The HOMO energy is -8.33 eV. For the total energy, the calculation gives -3311.975157 a.u. For the HOMO-LUMO gap, the calculation gives 8.726 eV.